Entry 1:
An isolated molecule of C3H6N2S2 at a distorted geometry, computed with ωB97M-V/def2-TZVPD.

HOMO-LUMO gap, eV: 9.129
SMILES string: C=NS/C(C)=N/S
Charge: 0
E_HOMO, eV: -8.5748
LUMO, hartree: 0.020

Each atom is followed by the atoms it is bonded to, with distances in Å.
Positions of all 13 atoms, in Å:
1 H -1.45701 2.25396 -0.76677  C9 1.084
2 N -0.70856 -0.42993 -0.06891  C7 1.217, S13 1.776
3 H -2.17046 -2.07520 -0.54248  S13 1.354
4 S 1.68783 0.70400 -0.34175  C7 1.862, N12 1.558
5 H 2.76437 -2.50256 0.04677  C10 1.122
6 H -0.18843 2.99118 0.47837  C9 1.124
7 C -0.15818 0.65432 -0.10626  N2 1.217, S4 1.862, C9 1.615
8 H -1.46770 1.79646 1.16647  C9 1.324
9 C -0.78979 2.12943 0.07871  H1 1.084, H6 1.124, C7 1.615, H8 1.324
10 C 1.86009 -1.84038 0.09380  H5 1.122, H11 1.131, N12 1.236
11 H 0.78720 -2.19741 0.06368  C10 1.131
12 N 2.28267 -0.67893 0.05795  S4 1.558, C10 1.236
13 S -2.44202 -0.80495 -0.15959  N2 1.776, H3 1.354

=====

Entry 2:
A cluster of 2 separate species, C3H6N2S2 in total at a distorted geometry, computed with ωB97M-V/def2-TZVPD.

HOMO-LUMO gap, eV: 8.062
Charge: 0
E_HOMO, eV: -7.9057
LUMO, hartree: 0.006

Each atom is followed by the atoms it is bonded to, with distances in Å.
Positions of all 13 atoms, in Å:
1 H 2.52842 -1.70735 1.06624  C11 1.175
2 N -1.08839 -0.31638 1.61861  N10 1.220, H12 0.971
3 H 3.17102 -0.11472 0.45178  C11 1.096
4 S -3.50632 1.34203 -0.34933  H6 1.399, C7 1.758
5 C 1.01007 -0.32060 0.48108  N10 1.210, C11 1.422
6 H -3.29669 0.47339 -1.42603  S4 1.399
7 C -1.81146 1.68338 -0.02943  S4 1.758, S8 1.657, H9 1.063
8 S -0.65358 1.30405 -1.15193  C7 1.657
9 H -1.41947 2.26398 0.77062  C7 1.063
10 N -0.01968 -0.54497 1.07533  N2 1.220, C5 1.210
11 C 2.33509 -0.81299 0.32840  H1 1.175, H3 1.096, C5 1.422, H13 1.016
12 H -1.76834 -0.91511 1.26832  N2 0.971
13 H 2.66138 -1.17829 -0.56181  C11 1.016

=====

Entry 3:
An isolated molecule of C3H6N2S2 at a distorted geometry, computed with ωB97M-V/def2-TZVPD.

HOMO-LUMO gap, eV: 8.462
SMILES string: N/N=C\CSC=S
Charge: 0
E_HOMO, eV: -8.8868
LUMO, hartree: -0.016

Each atom is followed by the atoms it is bonded to, with distances in Å.
Positions of all 13 atoms, in Å:
1 S -0.87477 0.47062 -0.95741  C5 1.815, C6 1.736
2 H 2.98686 0.89931 0.23825  N12 0.974
3 H -1.69824 -1.75766 -1.19937  C6 1.124
4 H -0.43865 1.35892 2.19104  C13 1.108
5 C -0.56120 -0.24822 0.67901  S1 1.815, H7 1.108, H9 1.121, C13 1.504
6 C -1.43608 -0.89491 -1.87056  S1 1.736, H3 1.124, S10 1.607
7 H 0.04053 -1.17308 0.58053  C5 1.108
8 H 1.62586 0.40753 -0.54053  N12 1.045
9 H -1.50512 -0.57547 1.18662  C5 1.121
10 S -1.85143 -0.89776 -3.42272  C6 1.607
11 N 1.40730 1.13511 1.31566  N12 1.379, C13 1.280
12 N 2.13604 0.44424 0.37017  H2 0.974, H8 1.045, N11 1.379
13 C 0.16890 0.83136 1.42931  H4 1.108, C5 1.504, N11 1.280

=====

Entry 4:
A cluster of 2 separate species, C3H6N2S3 in total at a distorted geometry, computed with ωB97M-V/def2-TZVPD.

HOMO-LUMO gap, eV: 8.961
SMILES string: Sc1nncs1.CS
Charge: 0
E_HOMO, eV: -8.8651
LUMO, hartree: 0.004

Each atom is followed by the atoms it is bonded to, with distances in Å.
Positions of all 14 atoms, in Å:
1 C 0.79334 0.49996 1.40551  S2 1.726, S6 1.774, N13 1.266
2 S 0.82078 -0.65862 2.68445  C1 1.726, H3 1.362
3 H 0.35737 0.17793 3.65354  S2 1.362
4 H -0.55386 0.43396 -0.94441  S14 1.150
5 H -0.98890 -1.96348 -2.29034  C11 1.107
6 S 1.89663 0.38466 0.02072  C1 1.774, C10 1.911
7 N 0.02573 2.18730 0.25609  C10 1.232, N13 1.312
8 H -1.63137 -2.41075 -0.77547  C11 1.098
9 H 0.81100 1.96935 -1.67800  C10 1.065
10 C 0.66595 1.67582 -0.66422  S6 1.911, N7 1.232, H9 1.065
11 C -0.87257 -1.74806 -1.21106  H5 1.107, H8 1.098, H12 1.151, S14 1.808
12 H 0.22955 -1.93452 -0.93449  C11 1.151
13 N 0.01268 1.49567 1.37139  C1 1.266, N7 1.312
14 S -1.56632 -0.10923 -0.89368  H4 1.150, C11 1.808

=====

Entry 5:
An isolated molecule of C3H6N2S3 at a distorted geometry, computed with ωB97M-V/def2-TZVPD.

HOMO-LUMO gap, eV: 8.637
SMILES string: CN1NC(=S)S[C@@H]1S
Charge: 0
E_HOMO, eV: -8.7591
LUMO, hartree: -0.005

Each atom is followed by the atoms it is bonded to, with distances in Å.
Positions of all 14 atoms, in Å:
1 S -3.59002 -0.68925 -0.26746  C3 1.626
2 C 0.18441 0.95136 0.51341  N7 1.456, H10 1.089, S11 1.947, S14 1.818
3 C -2.01280 -0.43492 0.03547  S1 1.626, N13 1.369, S14 1.765
4 H 1.85204 -1.66573 -0.83814  C5 1.038
5 C 1.53633 -1.08792 -0.03616  H4 1.038, H6 1.134, N7 1.410, H8 1.091
6 H 1.29715 -1.94294 0.66931  C5 1.134
7 N 0.53103 -0.15563 -0.36581  C2 1.456, C5 1.410, N13 1.722
8 H 2.40585 -0.59624 0.40136  C5 1.091
9 H -0.95838 -0.98566 -1.67318  N13 1.080
10 H 0.88044 1.09991 1.33788  C2 1.089
11 S 0.06840 2.47858 -0.68921  C2 1.947, H12 1.293
12 H 0.16215 3.42153 0.19018  S11 1.293
13 N -0.94372 -1.01473 -0.59350  C3 1.369, N7 1.722, H9 1.080
14 S -1.41288 0.62164 1.31584  C2 1.818, C3 1.765

=====

Entry 6:
The ion C3H6N3 with charge +1 at a distorted geometry, computed with ωB97M-V/def2-TZVPD.

HOMO-LUMO gap (spin up / spin down), eV: 8.694 / 8.693
SMILES string: [H]/N=[N+](\C)N=C=C
Charge: +1
E_HOMO (spin up / spin down), eV: -14.9675 / -14.9672
LUMO (spin up / spin down), hartree: -0.231 / -0.231

Each atom is followed by the atoms it is bonded to, with distances in Å.
Positions of all 12 atoms, in Å:
1 H -2.07644 1.72479 -0.25241  C9 1.031
2 N 0.68287 1.22821 -0.60929  N6 1.236, H12 1.000
3 H -1.85762 1.00000 -1.76041  C9 1.118
4 H 2.11181 -2.80686 0.81373  C7 1.086
5 C 0.88601 -1.05156 0.80097  C7 1.251, N11 1.282
6 N -0.34867 0.61126 -0.32256  N2 1.236, C9 1.464, N11 1.374
7 C 1.80341 -1.82425 1.15788  H4 1.086, C5 1.251, H10 1.161
8 H -2.51506 0.08920 -0.43038  C9 1.088
9 C -1.75534 0.83390 -0.65953  H1 1.031, H3 1.118, N6 1.464, H8 1.088
10 H 2.62038 -1.42854 1.88165  C7 1.161
11 N -0.19762 -0.39859 0.59651  C5 1.282, N6 1.374
12 H 0.64625 2.02245 -1.21616  N2 1.000

=====

Entry 7:
The ion C3H6N3O with charge -1 at a distorted geometry, computed with ωB97M-V/def2-TZVPD.

HOMO-LUMO gap (spin up / spin down), eV: 6.544 / 6.547
Charge: -1
E_HOMO (spin up / spin down), eV: -1.8689 / -1.8721
LUMO (spin up / spin down), hartree: 0.172 / 0.172

Each atom is followed by the atoms it is bonded to, with distances in Å.
Positions of all 13 atoms, in Å:
1 C -0.72848 0.34273 0.59311  C8 1.372, N9 1.276, H12 1.040
2 H 1.06112 0.06531 -1.55401  C6 1.137
3 N -2.45557 -0.92186 -0.14324  H5 1.033, N9 1.383, H13 0.966
4 N 2.27314 -0.09800 0.21366  C6 1.447, O11 1.295
5 H -2.43746 -1.33398 -1.08976  N3 1.033
6 C 1.44121 0.68173 -0.67784  H2 1.137, N4 1.447, C8 1.518, H10 1.059
7 H 0.96307 1.39142 1.37202  C8 1.083
8 C 0.53017 0.88413 0.51900  C1 1.372, C6 1.518, H7 1.083
9 N -1.43020 -0.03191 -0.40444  C1 1.276, N3 1.383
10 H 1.78443 1.64110 -0.96609  C6 1.059
11 O 2.34629 -1.38589 0.09941  N4 1.295
12 H -1.19420 0.32655 1.52301  C1 1.040
13 H -2.15350 -1.56132 0.51518  N3 0.966

=====

Entry 8:
The ion C3H6N3O with charge -1 at a distorted geometry, computed with ωB97M-V/def2-TZVPD.

HOMO-LUMO gap, eV: 6.052
SMILES string: N/N=C/[C@@H]1CN1[O-]
Charge: -1
E_HOMO, eV: -1.5110
LUMO, hartree: 0.167

Each atom is followed by the atoms it is bonded to, with distances in Å.
Positions of all 13 atoms, in Å:
1 H -2.51203 -0.83991 -0.95157  C5 1.079
2 O -1.28604 1.19431 1.39360  N8 1.304
3 H 2.31134 1.57640 -1.45814  N12 1.074
4 H -0.78882 -1.90004 1.02277  C6 1.128
5 C -1.79246 -0.23551 -0.42182  H1 1.079, C6 1.533, N8 1.423, H13 1.116
6 C -0.70989 -0.99453 0.35408  H4 1.128, C5 1.533, N8 1.501, C11 1.420
7 H 1.27273 -0.91896 1.14282  C11 1.145
8 N -1.63660 0.01167 0.97087  O2 1.304, C5 1.423, C6 1.501
9 H 2.37192 1.28125 0.24754  N12 1.039
10 N 1.00675 0.24051 -0.68368  C11 1.290, N12 1.451
11 C 0.62794 -0.52455 0.28276  C6 1.420, H7 1.145, N10 1.290
12 N 2.33278 0.82901 -0.68720  H3 1.074, H9 1.039, N10 1.451
13 H -1.19761 0.28036 -1.21204  C5 1.116

=====

Entry 9:
The ion C3H6N3O with charge +1 at a distorted geometry, computed with ωB97M-V/def2-TZVPD.

HOMO-LUMO gap, eV: 9.519
SMILES string: Cc1c[nH][nH][n+]1=O
Charge: +1
E_HOMO, eV: -14.1888
LUMO, hartree: -0.172

Each atom is followed by the atoms it is bonded to, with distances in Å.
Positions of all 13 atoms, in Å:
1 C -1.22642 -0.18686 0.09283  C6 1.345, H8 1.074, N12 1.362
2 N 0.37633 -1.69729 0.33637  N5 1.310, N12 1.352, H13 1.019
3 O 2.23037 -0.47401 -0.00810  N5 1.194
4 H -0.51120 2.50563 -0.69687  C10 1.088
5 N 1.04553 -0.60266 0.07156  N2 1.310, O3 1.194, C6 1.627
6 C -0.10776 0.53069 -0.11295  C1 1.345, N5 1.627, C10 1.452
7 H 0.80057 2.32609 0.48131  C10 1.091
8 H -2.24441 0.15470 0.07292  C1 1.074
9 H 1.07443 1.88953 -1.19667  C10 1.090
10 C 0.33089 1.88471 -0.39920  H4 1.088, C6 1.452, H7 1.091, H9 1.090
11 H -1.61277 -2.25928 0.36346  N12 1.012
12 N -0.95853 -1.48796 0.39379  C1 1.362, N2 1.352, H11 1.012
13 H 0.80297 -2.58330 0.60156  N2 1.019

=====

Entry 10:
The ion C3H6N3O with charge +1 at a distorted geometry, computed with ωB97M-V/def2-TZVPD.

HOMO-LUMO gap (spin up / spin down), eV: 9.597 / 9.598
SMILES string: Cn1cc[n+](=O)[nH]1
Charge: +1
E_HOMO (spin up / spin down), eV: -14.4511 / -14.4517
LUMO (spin up / spin down), hartree: -0.178 / -0.178

Each atom is followed by the atoms it is bonded to, with distances in Å.
Positions of all 13 atoms, in Å:
1 C 0.80026 0.68321 -1.55101  H2 1.085, H6 1.131, H8 1.106, N13 1.455
2 H 1.13556 -0.14936 -2.16068  C1 1.085
3 C 0.78772 0.07310 0.92700  H10 1.080, C11 1.384, N13 1.301
4 H -0.09274 -1.19445 2.59731  C11 1.071
5 H -1.63900 0.01463 -1.05306  N7 1.060
6 H 1.71496 1.34773 -1.58695  C1 1.131
7 N -1.05631 -0.04436 -0.16930  H5 1.060, N12 1.395, N13 1.378
8 H -0.03020 1.29927 -1.94390  C1 1.106
9 O -2.30063 -1.28855 1.31207  N12 1.189
10 H 1.81863 0.31763 1.13825  C3 1.080
11 C -0.13987 -0.55873 1.73618  C3 1.384, H4 1.071, N12 1.366
12 N -1.28732 -0.74075 1.01706  N7 1.395, O9 1.189, C11 1.366
13 N 0.28894 0.24064 -0.26296  C1 1.455, C3 1.301, N7 1.378

=====

Ordered ΔE to the lowest compared entry with this formula, charge and spin results: 3.816 4.648 2.090 3.743 3.042 4.630 1.581 2.015 3.473 3.812; unit eV.